Density functional theory data (the ωB97M-V functional and the def2-TZVPD basis) for a molecular structure, C26H32GdN2OP2 at a distorted geometry.

Each line ends with the Mulliken charge.
Element x y z (Å)
C: -1.7901 2.9294 -3.5139  -0.1278
C: -1.4186 1.6081 -3.3163  -0.1478
C: -0.1150 1.1898 -3.7335  -0.0347
C: 0.9014 2.2058 -3.9366  0.9359
C: 0.4891 3.5604 -4.0318  -0.8893
C: -0.8448 3.9067 -3.8808  -0.7321
C: 2.2364 1.7960 -3.8790  -0.7910
C: 2.5729 0.4611 -3.6259  1.0811
C: 1.4762 -0.4656 -3.4412  -0.0810
C: 1.7245 -1.6903 -2.7423  -0.1435
C: 3.0407 -2.1253 -2.6101  -0.1643
C: 4.1169 -1.2883 -2.9562  -0.8615
C: 3.8915 -0.0001 -3.3985  -0.7744
H: -2.8345 3.2044 -3.3491  0.4793
H: 1.2547 4.3188 -4.1963  0.4299
H: -1.1777 4.9380 -4.0021  0.4048
H: 3.0253 2.5435 -3.9477  0.4014
H: 3.2290 -3.1228 -2.2136  0.4322
H: 5.1372 -1.6746 -2.8632  0.4217
H: 4.7145 0.6989 -3.5715  0.4076
N: 0.2168 -0.1228 -3.7898  -0.4963
Gd: 0.4576 0.6739 1.1592  0.6718
C: -2.3290 0.6126 -2.5960  -1.1061
H: -1.9774 -0.4042 -2.8178  0.3433
H: -3.3710 0.7293 -2.9371  0.6466
C: 0.5837 -2.4213 -2.0763  -1.3099
H: -0.3354 -2.2018 -2.6362  0.5890
H: 0.7681 -3.5076 -2.0657  0.6794
P: -2.3760 0.7801 -0.7859  1.4765
P: 0.2284 -1.9045 -0.2947  0.8983
C: 1.5518 -2.8233 0.5866  -1.2473
H: 1.4833 -2.6248 1.6672  0.3959
H: 1.4202 -3.9027 0.4081  0.4629
H: 2.5412 -2.5139 0.2304  0.3245
C: -1.1686 -3.0720 -0.0685  -1.3627
H: -0.7710 -4.0971 -0.0515  0.4618
H: -1.6921 -2.8755 0.8728  0.3598
H: -1.8776 -2.9770 -0.9016  0.3394
C: -2.8249 2.4443 -0.3242  -1.1888
H: -3.8716 2.6144 -0.6192  0.4256
H: -2.7314 2.5671 0.7632  0.4221
H: -2.1859 3.1754 -0.8244  0.3645
C: -3.5644 -0.3900 -0.1622  -1.1195
H: -3.3486 -0.6479 0.8817  0.3024
H: -4.5532 0.0769 -0.2190  0.4760
H: -3.5636 -1.3059 -0.7601  0.3715
C: -1.1092 -0.7627 2.3795  -0.0821
O: -1.8852 -1.3987 2.9608  -0.2775
H: -0.9945 0.4318 -0.1978  -0.4787
C: 4.3396 0.0438 0.4364  -0.7546
C: 3.8146 1.4088 0.5667  0.3494
C: 4.5255 2.6197 0.6087  -0.8750
C: 3.5776 3.6526 0.7688  -0.9955
C: 2.3140 3.0478 0.8387  0.6599
C: 0.9742 3.6498 1.0286  -1.0751
N: 2.4586 1.6672 0.7307  0.0319
H: 3.5722 -0.6524 0.0612  -0.2087
H: 4.7094 -0.3261 1.4116  0.3106
H: 5.1697 0.0346 -0.2875  0.3333
H: 5.6059 2.6962 0.5376  0.4660
H: 3.7483 4.7235 0.8577  0.4275
H: 1.0764 4.7226 1.2385  0.3539
H: 0.3395 3.5620 0.1232  0.0968
H: 0.4443 3.2140 1.9154  0.2907

## Properties
Kohn-Sham gap (spin up / spin down): 4.81 / 5.43 eV
Strongest force on any atom: 0.0664 hartree/bohr
Charge: +1
Energy: -71912.456 eV
Multiplicity: 8
HOMO level (spin up / spin down): -8.6 / -9.2 eV
⟨S²⟩: 16.54
LUMO level (spin up / spin down): -0.1379 / -0.1376 Ha

Density functional theory data (the ωB97M-V functional and the def2-TZVPD basis) for a molecular structure, C27H37BI2N6O5PPb at a distorted geometry.

Each line ends with the Mulliken charge.
Element x y z (Å)
Pb: -0.5633 -0.4065 0.1688  1.6869
I: 4.9295 -4.5819 5.0709  0.1845
C: 3.4657 -3.9016 3.7349  -0.4066
C: 2.4646 -4.7827 3.3350  -0.3262
C: 1.5013 -4.3352 2.4733  -0.3242
I: -0.0323 -5.6090 1.8306  0.1354
C: 1.4666 -2.9857 1.9441  -0.0544
O: 0.5704 -2.6511 1.1500  0.1001
C: 2.5458 -2.1178 2.3778  0.5727
C: 2.6591 -0.7439 1.7818  -0.3660
N: 1.4434 0.0519 1.8585  0.5621
C: 0.9968 0.3453 3.2069  -1.3689
C: -0.4253 -0.0662 3.4984  0.9390
C: -0.8392 -0.0612 4.8305  -1.0883
C: -2.1419 -0.3965 5.1424  -0.4430
C: -3.0035 -0.7340 4.1065  -1.0253
C: -2.5154 -0.7234 2.8139  -0.3245
N: -1.2579 -0.3916 2.5167  0.5464
C: 3.4968 -2.5893 3.2499  -0.3170
H: 2.4524 -5.8005 3.6939  0.4115
H: 3.5127 -0.2254 2.2421  0.5376
H: 2.8799 -0.8447 0.7162  -0.8333
H: 1.5836 0.9030 1.3199  -0.2120
H: 1.6413 -0.1770 3.9250  0.4762
H: 1.0597 1.4215 3.4167  0.4722
H: -0.1361 0.2210 5.5977  0.5278
H: -2.4732 -0.3952 6.1694  0.4349
H: -4.0321 -0.9907 4.3033  0.4754
H: -3.1486 -0.9840 1.9807  0.3858
H: 4.3092 -1.9514 3.5652  0.4978
B: -4.3221 -0.7590 -1.3844  0.0928
N: -3.8443 0.5193 -0.7320  -0.1607
C: -4.5880 1.6453 -0.8169  -0.4215
C: -3.9719 2.6388 -0.0972  -0.9800
C: -2.8156 2.0302 0.4032  -0.5591
N: -2.7555 0.7610 0.0084  0.4730
N: -3.5387 -1.9976 -1.0753  -0.4482
C: -4.0115 -3.2489 -1.2852  -0.4239
C: -3.0351 -4.1467 -0.9299  -0.9703
C: -1.9618 -3.3399 -0.5215  -0.3453
N: -2.2903 -2.0604 -0.6163  0.4935
H: -4.3462 -0.6047 -2.5738  0.0950
H: -5.4664 -0.9384 -1.0910  0.0115
H: -5.5021 1.6599 -1.3724  0.4991
H: -4.2957 3.6477 0.0525  0.5003
H: -2.0269 2.4520 0.9938  0.5860
H: -4.9998 -3.4130 -1.6650  0.4474
H: -3.0682 -5.2152 -0.9534  0.4453
H: -0.9896 -3.6141 -0.1723  0.4343
C: 3.8820 1.8219 -2.6364  -1.5235
C: 3.2388 0.5854 -2.0169  1.6799
C: 4.3207 -0.2460 -1.3156  -1.9648
C: 2.5428 -0.2548 -3.0905  -1.2661
O: 2.2612 0.9204 -1.0217  -0.0872
P: 1.3337 2.2463 -1.0023  0.4323
O: 2.0969 3.4649 -0.6488  -0.9101
O: 0.1990 1.8708 -0.0644  -0.5256
O: 0.8250 2.2570 -2.5355  0.4242
C: -0.2422 3.0571 -3.0249  1.5729
C: -1.5080 2.1943 -2.9980  -0.8795
C: 0.1164 3.3987 -4.4722  -1.9900
C: -0.4349 4.3109 -2.1783  -1.6150
H: 4.6260 1.5133 -3.3685  0.5150
H: 4.3560 2.4240 -1.8658  0.3982
H: 3.1247 2.4301 -3.1196  0.1499
H: 5.1531 -0.4135 -1.9936  0.5055
H: 3.9274 -1.2174 -1.0199  0.3643
H: 4.6911 0.2848 -0.4411  0.4078
H: 3.2757 -0.6484 -3.7893  0.4563
H: 1.8215 0.3579 -3.6237  0.0989
H: 2.0168 -1.0870 -2.6242  0.2004
H: -1.3551 1.3141 -3.6174  0.3682
H: -2.3593 2.7564 -3.3669  0.5353
H: -1.6881 1.8846 -1.9742  -0.3361
H: 0.2443 2.4807 -5.0442  0.3721
H: 1.0424 3.9678 -4.5185  0.4168
H: -0.6835 3.9842 -4.9141  0.4615
H: -0.6573 4.0296 -1.1498  0.2223
H: -1.2408 4.9207 -2.5833  0.4793
H: 0.4934 4.8785 -2.1729  0.4107

## Properties
Kohn-Sham gap (spin up / spin down): 4.11 / 5.71 eV
Strongest force on any atom: 0.0453 hartree/bohr
Charge: +1
Energy: -79188.862 eV
HOMO level (spin up / spin down): -11.0 / -11.0 eV
LUMO level (spin up / spin down): -0.2538 / -0.1952 Ha

Density functional theory data (the ωB97M-V functional and the def2-TZVPD basis) for 2 unconnected molecules or ions with the total composition C7H11NO2S at a distorted geometry.

Each line ends with the Mulliken charge.
Element x y z (Å)
C: 2.2983 -1.2701 1.2827  -0.8803
C: 2.5648 -0.6977 0.0416  -0.2289
C: 1.2427 -0.5460 1.8417  -0.7761
C: 1.6131 0.2268 -0.1922  0.2751
C: -1.6647 0.9977 -2.0225  -0.9831
C: -1.5059 -0.8407 -0.2629  -1.0947
C: -1.8709 0.5076 -0.7685  0.3130
N: 0.8628 0.3872 0.9574  0.4566
O: 0.6573 -0.5893 3.0515  0.4936
O: 1.5018 0.9822 -1.3747  -0.4017
S: -2.5818 1.4041 0.6125  -0.1296
H: 3.1132 -1.8034 1.7704  0.4355
H: 3.1868 -1.1102 -0.6741  0.4653
H: 0.0182 1.0384 0.9284  0.1438
H: -2.0146 1.9939 -2.2503  0.2568
H: -1.4391 0.4572 -2.9095  0.3214
H: -2.2702 -1.4111 -0.8522  0.4336
H: -1.5635 -1.1110 0.7807  0.2318
H: -0.5406 -1.2129 -0.5966  0.2388
H: -0.2407 -0.1276 2.9880  -0.0093
H: 1.9900 0.5111 -2.0678  0.3251
H: -3.3569 2.2138 -0.2835  0.1133

## Properties
Kohn-Sham gap (spin up / spin down): 3.18 / 5.63 eV
Strongest force on any atom: 0.0880 hartree/bohr
Energy: -23850.944 eV
Multiplicity: 3
HOMO level (spin up / spin down): -3.1 / -8.3 eV
⟨S²⟩: 2.01
LUMO level (spin up / spin down): 0.0017 / -0.0989 Ha

Density functional theory data (the ωB97M-V functional and the def2-TZVPD basis) for 9 unconnected molecules or ions with the total composition C27H63N9O9 at a distorted geometry.

Each line ends with the Mulliken charge.
Element x y z (Å)
C: -2.5197 2.9775 -3.5003  -1.1724
N: -2.7814 3.0730 -2.0963  0.2649
C: -2.8234 4.2899 -1.5187  0.8975
C: -3.3082 4.3928 -0.0618  -1.2239
O: -2.5186 5.3358 -2.1518  -0.7649
H: -1.5289 3.3386 -3.6717  0.3167
H: -3.2503 3.4894 -4.0974  0.3438
H: -2.4693 1.9761 -3.7945  0.4265
H: -3.1032 2.2956 -1.5922  0.2487
H: -3.8290 3.5476 0.3558  0.2938
H: -3.9002 5.3016 0.0891  0.4064
H: -2.4398 4.4773 0.5727  0.2390
C: -3.3909 2.5319 4.7983  -0.9691
N: -2.5778 2.3319 3.6875  -0.1771
C: -2.7041 1.2186 2.9032  0.3758
C: -1.7298 1.0356 1.7848  0.3704
O: -3.5962 0.4583 3.1702  -0.6778
H: -3.5566 1.5702 5.3888  0.2447
H: -4.3353 2.9390 4.5856  0.3044
H: -2.9770 3.3304 5.4123  0.3717
H: -1.7175 2.8009 3.6042  0.2655
H: -0.7249 1.4195 1.9114  0.5779
H: -2.1899 1.6213 0.9528  -0.3000
H: -1.6806 -0.0601 1.5655  -0.4151
C: 0.2993 7.3976 -3.6717  -1.0550
N: 0.4038 6.0960 -3.0241  -0.0714
C: 1.5587 5.4134 -2.9319  0.4916
C: 1.3774 4.1416 -2.1265  -0.3836
O: 2.5969 5.8276 -3.3556  -0.6494
H: 1.0207 7.5400 -4.4825  0.3142
H: 0.3980 8.0654 -2.8197  0.3263
H: -0.6945 7.5729 -4.0968  0.3159
H: -0.4660 5.6082 -2.9024  0.2498
H: 0.3909 3.7025 -2.0304  -0.0309
H: 1.7669 4.2433 -1.1144  0.2934
H: 1.9487 3.2927 -2.5491  0.1847
C: 6.4545 -3.0343 0.0510  -0.8585
N: 6.2574 -1.7326 0.5009  -0.1153
C: 5.7666 -1.4438 1.7474  0.9230
C: 5.6800 0.0533 1.9560  -1.1161
O: 5.5837 -2.2139 2.6395  -0.6319
H: 7.2382 -3.0278 -0.7095  0.3754
H: 5.6215 -3.5031 -0.4717  0.2036
H: 6.7451 -3.7036 0.8626  0.3134
H: 6.2580 -0.9689 -0.1459  0.1212
H: 4.6623 0.4858 1.7355  0.0656
H: 6.4124 0.6458 1.4140  0.4106
H: 5.8270 0.2041 3.0345  0.3499
C: 4.9308 1.6605 -1.5132  -1.2000
N: 4.0454 0.5263 -1.6721  0.2050
C: 4.4102 -0.6420 -2.2742  0.2867
C: 3.2917 -1.6368 -2.2818  -0.4849
O: 5.4904 -0.8175 -2.7700  -0.6814
H: 4.7276 2.4255 -2.3010  0.2970
H: 5.9644 1.3014 -1.4857  0.3823
H: 4.7275 2.1208 -0.5762  0.3721
H: 3.1490 0.5548 -1.2111  0.1871
H: 3.0158 -1.8967 -1.2592  -0.1576
H: 3.6100 -2.5192 -2.7775  0.4628
H: 2.3446 -1.2587 -2.6891  0.3272
C: -3.3375 -2.8016 3.3229  -0.7136
N: -3.4034 -3.8489 2.3350  -0.0524
C: -2.3743 -4.1296 1.5095  0.6719
C: -2.6184 -5.3270 0.6199  -1.4359
O: -1.3940 -3.4152 1.3739  -0.4828
H: -2.5361 -3.0864 4.1208  0.2695
H: -4.2551 -2.6735 3.9160  0.3323
H: -3.0250 -1.8483 2.9137  0.0539
H: -4.0623 -4.6267 2.3723  0.2571
H: -1.7491 -5.6917 0.2552  0.2838
H: -3.2294 -4.9208 -0.2095  0.2779
H: -3.0841 -6.1632 1.0944  0.4659
C: 2.5733 -4.7086 2.4638  -0.9559
N: 1.5940 -4.7166 1.3899  0.0417
C: 1.9242 -4.5852 0.1035  0.6408
C: 0.8606 -4.6630 -1.0449  -0.6861
O: 3.0701 -4.3289 -0.1401  -0.5703
H: 2.1626 -5.1327 3.3648  0.3678
H: 3.0769 -3.7568 2.6618  0.2211
H: 3.3589 -5.4640 2.2819  0.3055
H: 0.5944 -4.7438 1.5882  0.1806
H: 1.2686 -5.4409 -1.6868  0.4885
H: 0.9680 -3.7475 -1.6917  0.0581
H: -0.1692 -4.8786 -0.8611  -0.0388
C: -6.4335 0.9847 -1.9569  -0.8519
N: -5.9836 0.0533 -0.9706  -0.2094
C: -4.7178 -0.0962 -0.5197  0.2228
C: -4.4577 -1.1845 0.4384  0.0112
O: -3.8294 0.6200 -0.8692  -0.6241
H: -6.4693 1.9635 -1.5126  0.2430
H: -7.3640 0.5772 -2.2519  0.3703
H: -5.6684 1.0694 -2.7477  0.2322
H: -6.5846 -0.6807 -0.7638  0.2254
H: -3.4223 -1.4992 0.3257  -0.3372
H: -5.1811 -2.0178 0.4976  0.4228
H: -4.5077 -0.6583 1.4103  0.0876
C: -0.1734 -0.5502 -1.1998  -1.2686
N: 0.5029 -1.1259 -0.0889  1.3951
C: 1.4503 -0.5406 0.6714  0.4976
C: 1.9712 -1.3299 1.8634  -0.5611
O: 1.8718 0.5627 0.3851  -0.7423
H: -1.1714 -0.9455 -1.3388  0.3067
H: 0.4121 -0.6722 -2.1342  0.0857
H: -0.1966 0.5177 -0.9871  0.4431
H: 0.2797 -2.0419 0.2775  -0.4866
H: 1.1241 -1.8759 2.3795  0.2329
H: 2.4119 -0.6227 2.5456  0.5888
H: 2.7614 -1.9809 1.4973  -0.5348

## Properties
SMILES: CNC(C)=O.CNC(C)=O.CNC(C)=O.CNC(C)=O.CNC(C)=O.CNC(C)=O.CNC(C)=O.CNC(C)=O.CNC(C)=O
Kohn-Sham gap: 8.90 eV
Strongest force on any atom: 0.0629 hartree/bohr
Energy: -60862.823 eV
HOMO level: -8.9 eV
LUMO level: -0.0001 Ha